Entry from the Open Molecules 2025 dataset: a structure of composition C18H15ClZr at a distorted geometry (ωB97M-V with the def2-TZVPD basis set).

- HOMO: -8.02 eV
- Net charge: 0
- Frontier orbital gap: 7.87 eV

CARTESIAN COORDINATES (ANGSTROEM)
1 C 0.77092 -1.95563 -1.25134
2 C -0.66658 -1.77154 -1.44685
3 C -1.31474 -1.96915 -0.16354
4 H -1.16231 -1.60124 -2.41838
5 C -0.29516 -2.21213 0.83756
6 C 0.99527 -2.24173 0.15889
7 H 1.97716 -2.38981 0.63823
8 H 1.53792 -1.92924 -2.04089
9 H -2.40308 -1.98493 0.01057
10 H -0.46103 -2.41744 1.91057
11 Zr 0.32876 0.04305 -0.08293
12 Cl 1.31989 1.00395 -2.00794
13 C -0.55576 2.29340 0.46448
14 C -0.98971 1.48798 1.59930
15 C -2.05850 0.62180 1.14514
16 H -0.62627 1.58165 2.63893
17 C -2.27053 0.86292 -0.27267
18 C -1.32114 1.86512 -0.70623
19 H -1.25350 2.29187 -1.71932
20 H 0.25845 3.04149 0.47134
21 H -2.64320 -0.06172 1.78350
22 H -3.02688 0.38169 -0.91748
23 C 2.19871 0.44306 0.82689
24 C 3.26453 1.04968 0.58108
25 C 4.52471 1.59886 0.46671
26 C 5.58728 0.79632 0.90210
27 C 6.87510 1.32766 1.02647
28 C 7.12441 2.65765 0.65595
29 C 6.08481 3.44139 0.12077
30 C 4.78461 2.92165 0.02452
31 H 5.38127 -0.24482 1.17494
32 H 7.68914 0.69691 1.41366
33 H 8.11860 3.09423 0.77998
34 H 6.28579 4.47209 -0.22325
35 H 3.95739 3.52089 -0.40173

Forces on the atoms, in the same order (eV/Å):
-0.67 -1.34 0.81
0.73 -0.93 1.16
1.40 -0.51 -0.42
0.38 0.05 0.82
0.25 -0.15 -1.38
-0.62 -0.34 -0.86
-0.80 0.06 -0.39
-0.58 0.10 0.66
0.87 0.27 -0.09
0.11 0.33 -0.85
-3.04 1.44 0.17
0.07 0.20 -1.27
-0.71 -0.65 -0.13
-0.33 0.30 -1.15
0.71 0.82 -0.85
-0.22 -0.13 -0.88
1.08 0.56 0.86
-0.35 0.22 1.58
0.06 -0.39 0.79
-0.71 -0.62 -0.01
0.55 0.39 -0.52
0.66 0.28 0.52
3.20 1.55 0.33
-4.12 -2.17 1.05
2.06 1.21 -0.28
0.71 0.09 0.23
0.00 0.07 -0.14
-0.45 -0.02 -0.09
-0.19 -0.13 -0.04
0.09 -0.10 0.00
0.10 0.50 -0.03
-0.44 0.37 -0.22
-0.32 -0.22 -0.09
-0.13 -0.71 0.28
0.61 -0.40 0.42

Entry from the Open Molecules 2025 dataset: a structure of composition C2H2NO2S at a distorted geometry (ωB97M-V with the def2-TZVPD basis set).

- Energy relative to the best compared isomer or geometry (same formula, charge and spin): 144.6 kcal/mol
- HOMO: -3.30 eV
- Net charge: -1
- Frontier orbital gap: 7.32 eV

CARTESIAN COORDINATES (ANGSTROEM)
1 C 0.81777 0.33100 -0.41065
2 C 0.24684 -0.54399 0.59509
3 N 0.56874 0.74661 0.91999
4 O -0.24143 0.56140 -1.26243
5 O -2.67354 -0.00596 -0.50029
6 S -1.44340 0.06432 0.41482
7 H 1.93269 0.19959 -0.66237
8 H 0.79232 -1.35297 0.90583

Forces on the atoms, in the same order (eV/Å):
0.23 -0.85 -0.39
1.32 -1.11 -0.98
0.01 2.04 1.22
-0.06 0.73 0.01
1.96 -0.83 1.23
-2.01 1.99 -2.14
-1.69 0.65 -0.43
0.24 -2.63 1.49

Entry from the Open Molecules 2025 dataset: a cluster of 2 separate species, C4H8Cl4 in total (ωB97M-V with the def2-TZVPD basis set).

- Energy relative to the best compared isomer or geometry (same formula, charge and spin): 2.6 kcal/mol
- HOMO: -10.89 eV
- Net charge: 0
- Frontier orbital gap: 11.47 eV
- SMILES string: ClCCCl.ClCCCl

CARTESIAN COORDINATES (ANGSTROEM)
1 Cl 20.66933 -5.09849 5.67029
2 C 21.69534 -5.28125 7.13869
3 C 22.33923 -6.63977 7.22275
4 Cl 23.62726 -6.85078 6.04801
5 H 21.03958 -5.12771 7.99216
6 H 22.42633 -4.48025 7.09450
7 H 21.57287 -7.40139 7.08020
8 H 22.74600 -6.78183 8.22695
9 Cl 23.73491 -12.51778 9.11470
10 C 22.83407 -11.10678 8.47679
11 C 23.73617 -9.95822 8.12294
12 Cl 24.51996 -9.26314 9.54987
13 H 22.11455 -10.81276 9.23606
14 H 22.31263 -11.45783 7.58983
15 H 23.15274 -9.16703 7.65226
16 H 24.50737 -10.24060 7.40989

Forces on the atoms, in the same order (eV/Å):
0.17 -0.10 0.20
-0.21 0.26 -0.25
-0.61 0.04 0.59
0.29 -0.14 -0.30
-0.01 -0.03 0.02
0.08 -0.03 0.07
0.12 -0.07 -0.19
0.17 0.09 -0.12
-0.04 0.13 -0.04
0.03 -0.24 0.07
-0.05 0.07 -0.42
0.11 0.16 0.17
-0.02 -0.04 0.01
-0.04 0.06 -0.04
-0.04 -0.08 0.10
0.06 -0.12 0.13

Entry from the Open Molecules 2025 dataset: a cluster of 8 separate species, C19H54F2N4O11S2 in total at a distorted geometry (ωB97M-V with the def2-TZVPD basis set).

- Energy relative to the best compared isomer or geometry (same formula, charge and spin): 0.0 kcal/mol
- HOMO: -1.79 eV
- Net charge: -2
- Frontier orbital gap: 5.75 eV

CARTESIAN COORDINATES (ANGSTROEM)
1 N 2.20421 -1.85319 4.11511
2 S 0.65953 -1.78674 4.31082
3 O 0.11508 -0.48097 4.01846
4 O 0.03982 -2.61362 5.31627
5 F 0.32305 -2.58185 2.95369
6 S 2.58597 -1.31209 5.64041
7 O 2.71190 -2.29153 6.68924
8 O 2.18015 0.03597 5.97983
9 F 4.13854 -1.14060 5.23443
10 C 0.21338 -0.63886 0.20474
11 O 1.55357 -0.99438 0.07610
12 H -0.32415 -0.75935 -0.76318
13 H -0.29486 -1.37366 0.85316
14 H 0.04745 0.36228 0.63661
15 C 4.34683 -2.71601 -2.34315
16 C 5.38969 -1.64105 -2.18626
17 C 5.61968 -0.90690 -3.50143
18 O 6.62716 0.07570 -3.26274
19 C 7.05270 0.74205 -4.43348
20 N 4.80872 -0.70443 -1.19659
21 H 3.38224 -2.23430 -2.52234
22 H 4.33423 -3.35445 -1.46268
23 H 4.37117 -3.36393 -3.22920
24 H 6.28035 -2.12729 -1.77718
25 H 4.68859 -0.37587 -3.71912
26 H 5.92407 -1.64133 -4.25648
27 H 6.20729 1.31392 -4.82746
28 H 7.39952 0.04050 -5.20065
29 H 7.90411 1.37806 -4.19800
30 H 3.81924 -0.77523 -1.37882
31 H 5.05101 0.23347 -1.49583
32 C -3.01687 -3.41992 0.07406
33 C -3.88349 -2.88998 1.19880
34 C -3.03008 -2.36247 2.34618
35 O -3.82149 -2.00220 3.46133
36 C -3.07690 -1.22222 4.36970
37 N -4.86352 -1.86078 0.80803
38 H -2.50436 -2.62009 -0.47126
39 H -3.58586 -3.95074 -0.69034
40 H -2.22955 -4.04672 0.49279
41 H -4.48605 -3.70932 1.61242
42 H -2.47972 -1.51737 1.90766
43 H -2.24986 -3.07331 2.63680
44 H -2.54732 -0.40896 3.86768
45 H -2.30021 -1.82555 4.85028
46 H -3.71680 -0.87028 5.17930
47 H -4.29229 -1.19500 0.29377
48 H -5.10382 -1.45819 1.71046
49 C -2.70869 6.55608 3.43106
50 C -2.29464 6.09669 2.01574
51 C -2.33339 4.58651 1.92783
52 O -1.30824 3.95653 2.66368
53 C -1.39044 2.54719 2.60883
54 N -3.19184 6.73654 1.04112
55 H -3.73078 6.26063 3.67442
56 H -2.64066 7.63939 3.54689
57 H -2.06980 6.05833 4.16161
58 H -1.26145 6.41679 1.84658
59 H -2.19832 4.26149 0.88322
60 H -3.28913 4.10159 2.16721
61 H -2.26391 2.19605 3.17242
62 H -0.55377 2.12207 3.16083
63 H -1.41166 2.19064 1.57739
64 H -2.70252 6.58258 0.16250
65 H -3.20340 7.73565 1.20296
66 C -1.03808 -4.11408 -2.15402
67 C -0.14817 -2.91923 -2.38244
68 O 1.10524 -3.08074 -1.73722
69 H -0.57477 -4.98118 -2.63079
70 H -1.99024 -3.95376 -2.67326
71 H -1.30991 -4.36016 -1.12995
72 H -0.59530 -1.99447 -1.99858
73 H 0.04208 -2.73635 -3.44803
74 H 1.27480 -2.27125 -1.21056
75 C 2.08483 0.60859 -4.65768
76 C 1.47400 0.70569 -3.27794
77 O 2.43663 0.56770 -2.24337
78 H 2.30632 -0.44856 -4.81410
79 H 2.97358 1.22561 -4.79524
80 H 1.37121 0.96986 -5.40228
81 H 0.72115 -0.07756 -3.14982
82 H 0.99418 1.68304 -3.14070
83 H 1.98645 0.05573 -1.53673
84 C -2.25956 1.83831 -1.50688
85 C -3.29689 0.73023 -1.39230
86 O -4.48330 0.94227 -2.15529
87 H -2.61342 2.82918 -1.22315
88 H -1.92972 1.86664 -2.54703
89 H -1.45134 1.57113 -0.82356
90 H -3.57674 0.50346 -0.36265
91 H -2.89275 -0.24484 -1.69052
92 H -4.22971 0.95875 -3.08211

Forces on the atoms, in the same order (eV/Å):
0.26 0.60 3.61
-3.23 -0.23 -3.97
-0.20 -0.68 0.84
0.35 0.61 0.10
-0.10 -0.07 0.42
4.01 0.52 -0.31
-0.85 0.38 -0.50
-0.11 -1.39 -0.20
-0.16 0.28 0.20
0.99 -1.29 0.01
-0.55 0.59 -1.47
-0.31 0.77 0.10
-0.30 0.20 0.29
-0.14 0.18 -0.11
-0.78 -0.51 -0.91
-0.69 0.35 0.29
0.44 -0.16 1.03
0.73 -0.13 -0.45
-0.45 -0.44 0.31
0.86 -0.38 -0.39
-0.17 -0.12 0.63
-0.41 0.14 0.05
0.86 -0.07 0.02
0.42 0.44 -0.30
-0.12 -0.28 -0.49
0.04 0.30 -0.38
0.17 0.26 -0.26
-0.12 -0.15 -0.07
-0.18 0.19 0.21
-0.27 0.28 0.66
0.10 0.11 0.31
-0.19 0.59 0.03
-0.69 -0.60 1.03
0.71 -0.25 -0.62
-0.32 0.16 -0.57
0.65 -0.29 0.52
0.68 -0.50 -0.30
0.01 0.18 0.26
-0.09 -0.19 0.23
-0.18 -0.11 -0.02
0.12 -0.18 -0.09
0.01 0.37 0.42
-0.08 -0.15 0.12
-0.20 0.17 0.04
0.06 -0.05 -0.09
-0.26 0.14 -0.29
-0.45 0.39 0.09
-0.24 0.46 -0.25
0.27 -0.43 -0.15
-0.46 0.60 1.67
0.10 -1.46 -1.16
0.12 0.90 0.34
-0.09 -0.14 0.68
0.52 -0.87 -0.38
-0.09 -0.03 -0.28
0.14 0.02 0.00
0.10 0.19 0.03
0.14 -0.17 0.11
0.05 0.36 -0.28
-0.32 0.62 0.44
-0.30 0.02 -0.34
0.27 0.12 -0.35
0.03 -0.12 0.00
-0.52 0.29 -0.32
0.07 0.03 0.03
-0.39 -0.42 -0.98
0.77 0.62 0.79
-0.45 -0.42 -0.65
0.03 -0.14 0.16
-0.03 -0.01 -0.09
0.69 0.21 -0.17
-0.31 -0.26 -0.15
-0.29 -0.29 -0.22
0.49 0.37 1.07
-0.20 -0.18 0.02
0.15 0.56 0.76
-0.38 -0.05 -0.91
0.27 0.12 -0.41
0.15 -0.11 0.32
-0.13 -0.27 -0.07
-0.18 0.09 -0.19
-0.25 0.00 -0.17
0.27 -0.28 1.13
-0.27 -0.60 0.16
0.01 -0.65 0.02
-0.18 0.31 0.20
-0.34 -0.09 0.00
0.37 0.13 0.10
0.32 0.06 -0.34
-0.32 0.72 0.08
0.51 0.21 -0.25
0.03 -0.01 0.01

Entry from the Open Molecules 2025 dataset: a cluster of 5 separate species, C31H36F4N3O2 in total at a distorted geometry (ωB97M-V with the def2-TZVPD basis set).

- Energy relative to the best compared isomer or geometry (same formula, charge and spin): 72.7 kcal/mol
- HOMO: -10.91 eV
- Net charge: +1
- Frontier orbital gap: 6.25 eV

CARTESIAN COORDINATES (ANGSTROEM)
1 C -4.07475 -1.11436 0.03182
2 C -3.46112 0.41859 0.17037
3 O -2.01358 0.49228 -0.09913
4 C -1.23749 0.04426 1.10482
5 C 0.25900 -0.35366 0.56473
6 O 0.79178 -1.62432 1.07970
7 C -0.06505 -2.77149 0.74373
8 C 1.07944 -3.92621 0.35170
9 N 1.10943 -4.19062 -1.16757
10 C 0.03591 -3.26887 -1.70415
11 N -0.24498 -2.80226 -2.96491
12 N -0.83343 -2.80125 -0.55819
13 H -3.83617 -1.56893 -1.03722
14 H -5.23699 -1.09221 0.20647
15 H -3.53836 -1.80967 0.83478
16 H -3.78148 0.80676 1.23303
17 H -4.02206 1.07072 -0.64582
18 H -1.22664 0.99864 1.81953
19 H -1.79073 -0.79599 1.70431
20 H 0.97173 0.55865 0.85481
21 H 0.26804 -0.39391 -0.61791
22 H -0.59579 -3.22808 1.70252
23 H 0.51168 -4.90519 0.72438
24 H 2.10108 -3.90591 0.92184
25 H 2.08572 -3.97628 -1.46734
26 H -0.50698 -3.39515 -3.79532
27 H -0.24417 -1.74848 -3.09416
28 H -1.53207 -2.04827 -0.74032
29 F -2.32796 2.45626 3.40561
30 C -1.41935 3.42076 3.60257
31 C -1.80621 4.61229 4.20611
32 C -0.85938 5.61480 4.41603
33 C 0.46279 5.41854 4.00969
34 C 0.84017 4.22104 3.40017
35 C -0.10437 3.21454 3.20058
36 H -2.83946 4.75009 4.50752
37 H -1.15003 6.54695 4.89412
38 H 1.19998 6.20248 4.16958
39 H 1.86891 4.07218 3.08103
40 H 0.17366 2.27410 2.73645
41 F 0.82995 -10.21643 -3.65702
42 C 1.28262 -9.64561 -2.53280
43 C 2.01150 -10.40596 -1.62491
44 C 2.48741 -9.81072 -0.45667
45 C 2.21945 -8.46308 -0.20400
46 C 1.48264 -7.70960 -1.11904
47 C 1.01651 -8.30223 -2.29231
48 H 2.20268 -11.45340 -1.83411
49 H 3.06489 -10.39454 0.25581
50 H 2.58702 -8.00037 0.70944
51 H 1.27182 -6.66196 -0.91828
52 H 0.44991 -7.72904 -3.01863
53 F 3.42034 5.36734 3.00736
54 C 4.28602 4.88771 2.10450
55 C 4.83822 3.62498 2.28955
56 C 5.73568 3.12309 1.34708
57 C 6.07961 3.89492 0.23453
58 C 5.52384 5.16326 0.06030
59 C 4.61798 5.66018 0.99706
60 H 4.56568 3.04331 3.16410
61 H 6.16698 2.13382 1.47857
62 H 6.78306 3.50488 -0.49800
63 H 5.79617 5.76382 -0.80426
64 H 4.16965 6.64030 0.87261
65 F -5.18565 2.01834 -2.24741
66 C -4.59331 3.10541 -2.75928
67 C -3.20772 3.21432 -2.71521
68 C -2.59021 4.34366 -3.25268
69 C -3.36681 5.35753 -3.81899
70 C -4.75720 5.24124 -3.85391
71 C -5.37357 4.10681 -3.32647
72 H -2.62140 2.42061 -2.26388
73 H -1.50710 4.43480 -3.23016
74 H -2.88503 6.24024 -4.23406
75 H -5.35981 6.03352 -4.29149
76 H -6.45251 3.99600 -3.35330

Forces on the atoms, in the same order (eV/Å):
0.96 0.14 0.09
-1.96 -0.39 -0.58
-0.82 -1.46 2.00
-0.15 1.27 0.09
-0.22 1.65 -0.33
-2.61 0.67 -1.27
3.30 -2.35 -0.03
-2.79 -2.97 1.71
-2.21 4.59 0.12
-0.17 0.41 4.18
0.27 -0.12 0.22
3.75 -0.15 -1.95
-0.62 1.04 2.10
2.41 -0.13 -0.32
-1.39 1.33 -1.59
1.03 -0.54 -1.97
1.50 -1.30 1.84
0.24 -2.29 -1.44
1.14 1.27 -1.32
-1.25 -2.49 -0.46
-0.28 0.20 2.34
0.53 1.52 -2.31
1.51 1.82 -0.44
-1.93 0.45 -1.59
-1.31 -0.18 -0.77
1.01 0.76 1.42
-0.54 -1.98 0.38
0.58 -0.78 -0.11
-0.34 -0.39 -0.10
0.92 1.06 0.24
-0.08 -0.09 -0.01
0.25 -0.37 -0.23
-0.05 -0.01 0.01
-0.33 -0.03 0.09
-0.18 0.05 0.04
0.10 -0.06 -0.03
0.01 -0.19 -0.10
-0.13 -0.19 -0.05
-0.49 -0.05 0.14
0.01 0.09 0.07
-0.02 0.01 -0.03
0.31 0.35 0.74
0.01 -0.01 -0.01
-0.23 0.32 -0.23
0.00 -0.02 -0.03
0.17 -0.48 0.04
-0.03 0.02 -0.05
-0.04 0.12 -0.02
-0.13 0.08 -0.16
-0.06 -0.10 -0.16
0.01 -0.23 -0.10
0.02 -0.12 0.03
0.15 0.32 0.19
0.86 -0.39 -0.87
-0.11 0.00 0.06
-0.12 0.42 -0.20
-0.04 -0.05 0.06
-0.07 -0.29 0.29
-0.07 0.04 0.05
0.02 0.09 -0.04
-0.08 0.19 0.03
-0.13 0.09 0.15
-0.08 -0.09 0.18
0.04 -0.09 0.06
-0.24 -0.37 0.12
0.59 1.20 -0.57
-0.05 -0.10 0.01
-0.47 0.10 -0.08
0.05 -0.07 0.03
0.31 -0.26 0.14
-0.05 -0.10 0.06
-0.05 0.04 0.00
-0.20 -0.04 0.03
-0.10 -0.18 0.09
0.09 -0.19 0.09
0.11 -0.02 0.04

| no. | LUMO level (eV) |
| --- | --- |
| 1 | -0.2 |
| 2 | 4.0 |
| 3 | 0.6 |
| 4 | 4.0 |
| 5 | -4.7 |